Record 1
C9H23BaF3N3O14S as an isolated structure. Source: the OMol25 dataset; level of theory: wB97M-V/def2-TZVPD.

Geometry (Å):
C (-1.965, 2.768, -0.193)
O (1.345, -2.212, -1.089)
H (-3.868, 0.985, 0.106)
H (3.482, -2.175, -1.318)
O (1.822, -3.989, 3.351)
H (0.865, 0.048, 3.480)
O (-1.546, -1.343, -3.870)
H (-0.940, 3.039, -0.444)
O (1.618, -2.250, -4.187)
O (0.680, -4.574, 1.602)
H (3.322, 0.136, 3.210)
H (0.204, 2.468, 2.563)
F (-0.118, 3.309, -3.179)
H (3.357, 1.480, 2.114)
O (3.252, 1.843, -2.369)
O (0.870, -2.603, 2.127)
H (1.170, -2.988, -4.607)
H (-1.694, 0.775, 3.083)
H (1.363, 1.585, 4.022)
H (3.553, -2.807, -3.620)
C (2.540, -2.753, -3.221)
H (-2.591, 2.643, -1.076)
C (-3.392, 0.009, 1.936)
N (-2.310, -0.903, -3.013)
H (-3.432, -1.475, 0.658)
S (1.768, 1.681, -2.567)
O (-1.832, -0.513, -1.977)
O (1.102, 1.136, -1.377)
F (1.849, 4.156, -3.649)
H (-2.681, -0.525, 3.873)
Ba (-0.094, -0.392, 0.423)
C (2.725, 0.666, 2.468)
O (-1.981, 1.551, 0.615)
H (3.337, -0.400, 0.933)
C (1.094, 3.491, -2.746)
H (-3.023, -1.969, 2.131)
O (-3.512, -0.926, -3.264)
H (2.606, -0.943, -2.115)
C (-3.293, 1.265, 0.988)
F (1.091, 4.145, -1.576)
H (1.126, -3.142, -1.176)
H (-4.461, -0.110, 2.109)
C (1.333, 0.966, 3.125)
N (1.160, -3.760, 2.348)
N (-2.854, -1.240, 1.452)
H (-3.775, 2.086, 1.519)
C (-2.691, 0.365, 3.244)
H (-3.228, 1.118, 3.821)
O (0.376, 1.588, 2.219)
C (2.567, -2.008, -1.886)
H (2.220, -3.758, -2.944)
H (-2.386, 3.572, 0.411)
O (1.369, 0.974, -3.766)
O (2.504, -0.090, 1.295)

The calculation puts the total energy at -62519.425 eV. Its net charge is -1. The value obtained for the gap between HOMO and LUMO is 6.45 eV.

Record 2
C40H49ClCsGeINO7P2 as an isolated structure. Source: the OMol25 dataset; level of theory: wB97M-V/def2-TZVPD.

Geometry (Å):
H (0.332, 5.111, -1.560)
C (-1.882, 5.297, 2.238)
H (4.821, 4.518, -3.814)
C (-4.886, 1.794, 0.810)
H (2.125, 2.151, 2.001)
C (-0.445, 1.746, 4.647)
C (-3.814, -3.835, 4.067)
H (-2.213, 5.547, -2.668)
C (-2.996, 5.257, -1.957)
H (-4.362, 4.554, -3.438)
C (-3.785, 6.484, -1.552)
H (5.729, -3.657, -0.621)
C (-3.581, -2.558, 3.582)
C (3.497, -1.212, -1.311)
C (2.685, -2.534, 0.377)
O (-1.864, 2.280, -1.011)
C (2.858, -4.657, 2.162)
O (2.120, 3.454, -0.279)
C (0.035, 0.673, 3.913)
H (-1.690, 6.008, 3.043)
H (-4.280, 6.912, -2.423)
Cl (5.279, -5.488, 1.303)
C (-4.103, -4.867, 3.187)
C (3.882, -4.434, 1.285)
C (4.837, -3.047, -0.574)
H (2.807, 6.892, -3.771)
C (-1.751, 2.174, 4.461)
H (1.211, 5.498, 0.690)
O (2.546, 3.694, -2.777)
O (-0.783, 3.659, 0.799)
H (-2.441, 5.801, 1.454)
O (0.582, -1.971, 1.262)
C (-0.781, 0.024, 2.998)
H (5.431, -1.720, -2.137)
H (-2.479, 4.479, 2.631)
C (-2.561, 1.550, 3.524)
H (-3.952, -3.163, 0.270)
C (-4.914, 0.440, 1.156)
N (2.540, -1.475, -0.454)
C (3.264, 2.720, 0.278)
H (1.046, 0.315, 4.066)
C (-0.559, 4.782, 1.705)
H (5.038, 3.288, 1.342)
H (-3.586, 1.882, 3.402)
O (1.380, 1.633, -1.952)
C (-4.159, -4.620, 1.824)
C (4.145, 3.760, 0.934)
H (-2.142, 2.988, 5.060)
H (-0.306, 4.009, -2.795)
P (1.557, 3.069, -1.706)
H (0.484, 6.634, 1.833)
C (2.769, 1.679, 1.255)
P (-1.309, 3.599, -0.671)
H (-3.331, -1.761, 4.274)
H (2.231, 0.854, 0.790)
H (-3.136, 7.240, -1.113)
Cs (-0.330, -0.064, -0.406)
H (2.927, -5.485, 2.855)
H (-0.287, 6.375, 0.271)
H (3.627, 1.242, 1.768)
H (5.015, 5.945, -2.783)
C (4.568, 4.952, -2.847)
H (-4.368, -5.428, 1.135)
H (3.335, -0.356, -1.962)
C (-3.926, -3.342, 1.340)
C (2.419, 5.874, -3.793)
C (-3.643, -2.297, 2.214)
C (1.728, -3.833, 2.175)
H (-3.940, 2.321, 0.780)
H (-3.298, 3.282, -2.815)
C (-7.301, 0.436, 0.782)
H (-8.176, 2.304, 0.201)
C (-3.868, 4.167, -2.546)
C (3.064, 5.046, -2.700)
H (0.187, 2.234, 5.379)
O (-2.328, 4.811, -0.743)
H (-3.760, -4.030, 5.130)
C (0.268, 5.883, 1.072)
C (0.057, 4.075, -1.767)
C (-2.085, 0.469, 2.779)
C (-7.263, 1.784, 0.463)
H (-6.019, 3.517, 0.226)
H (-4.627, 3.864, -1.824)
C (-6.053, 2.463, 0.477)
I (0.154, -4.196, 3.497)
H (-8.245, -0.095, 0.768)
H (4.452, 4.528, 0.224)
H (0.014, 4.308, 2.505)
H (3.790, 2.239, -0.553)
C (4.674, -1.979, -1.408)
C (-6.136, -0.233, 1.126)
C (3.828, -3.361, 0.363)
H (2.640, 5.438, -4.767)
H (3.606, 4.241, 1.752)
Ge (-3.275, -0.501, 1.574)
C (1.572, -2.753, 1.304)
H (-6.174, -1.284, 1.388)
H (-4.273, -5.867, 3.562)
H (2.816, 5.456, -1.714)
H (1.337, 5.918, -3.674)
H (4.999, 4.326, -2.068)
H (-4.546, 6.209, -0.821)
H (-0.386, -0.831, 2.457)

The calculation puts the total energy at -154368.722 eV. The expectation value of S² is 0.755. As for the energy relative to the best compared isomer or geometry (same formula, charge and spin): 5.89 kcal per mole. Its net charge is 0. The multiplicity is 2. The value obtained for the gap between HOMO and LUMO (spin up / spin down) is 6.17 / 5.67 eV.

Record 3
A single C3H6N2S2 molecule. Source: the OMol25 dataset; level of theory: wB97M-V/def2-TZVPD.

Geometry (Å):
N (0.229, -0.475, 0.100)
C (1.529, -0.062, 0.628)
C (-0.553, 0.586, -0.350)
C (-1.980, 0.310, -0.544)
H (2.166, 0.156, -0.266)
H (-0.460, -2.562, 0.372)
H (-2.465, 1.093, -1.134)
S (-2.882, -0.725, 0.264)
N (-0.140, 1.784, -0.571)
H (1.497, 0.835, 1.248)
H (0.854, 1.928, -0.312)
S (0.195, -1.999, -0.616)
H (2.010, -0.870, 1.183)

The calculation puts the total energy at -27857.120 eV. As for the energy relative to the best compared isomer or geometry (same formula, charge and spin): 45.58 kcal per mole. Its net charge is 0. Its structure (SMILES) is [H]/N=C(/C=S)N(C)S. The value obtained for the gap between HOMO and LUMO is 8.00 eV.

Record 4
A 2-piece molecular cluster, C6H11N3O overall. Source: the OMol25 dataset; level of theory: wB97M-V/def2-TZVPD.

Geometry (Å):
H (-0.869, -0.847, 1.790)
C (3.384, 1.503, 0.194)
C (-1.400, -0.455, 0.935)
C (-2.341, 0.874, -0.515)
N (1.412, 0.502, -0.755)
C (-1.813, -2.642, -0.310)
C (-1.925, -1.174, -0.089)
C (1.982, 0.988, 0.378)
H (-1.281, 1.621, 1.187)
H (4.023, 0.711, -0.210)
H (2.001, 0.254, -1.531)
O (1.390, 1.067, 1.437)
N (-1.675, 0.857, 0.666)
H (0.511, 0.047, -0.705)
H (-1.408, -3.119, 0.578)
N (-2.513, -0.322, -0.995)
H (3.373, 2.331, -0.518)
H (-2.619, 1.819, -0.944)
H (-2.784, -3.055, -0.571)
H (3.736, 1.864, 1.152)
H (-1.184, -2.821, -1.175)

The calculation puts the total energy at -12919.045 eV. As for the energy relative to the best compared isomer or geometry (same formula, charge and spin): 0.00 kcal per mole. Its net charge is 0. Its structure (SMILES) is Cc1c[nH]cn1.CC(N)=O. The value obtained for the gap between HOMO and LUMO is 9.35 eV.

Record 5
A 2-piece molecular cluster, C8H10N2O2P overall. Source: the OMol25 dataset; level of theory: wB97M-V/def2-TZVPD.

Geometry (Å):
H (0.119, 2.229, -2.164)
H (1.579, 4.565, 3.169)
O (-0.299, -3.462, 0.412)
C (0.120, 0.315, -1.007)
H (-0.645, -2.536, -2.807)
H (0.635, 3.608, 0.021)
H (0.278, -1.313, 0.247)
P (-1.160, -2.804, -0.633)
N (1.431, 3.947, 2.318)
C (0.895, 1.908, 1.239)
N (-2.512, -2.143, -0.391)
H (-0.293, -4.382, -2.175)
C (-0.918, -3.510, -2.352)
C (0.642, 2.518, -0.021)
O (-0.035, -0.414, -2.062)
C (0.572, 0.525, 1.360)
H (-2.323, -1.543, 0.361)
C (1.181, 2.680, 2.414)
C (0.261, -0.196, 0.272)
C (0.318, 1.736, -1.089)
H (-1.864, -3.969, -2.822)
H (1.145, 2.201, 3.364)
H (0.873, 0.040, 2.345)

The calculation puts the total energy at -24822.264 eV. As for the energy relative to the best compared isomer or geometry (same formula, charge and spin): 18.20 kcal per mole. Its net charge is -1. The value obtained for the gap between HOMO and LUMO is 6.97 eV.

Record 6
A 9-piece molecular cluster, C56H50N5O17 overall. Source: the OMol25 dataset; level of theory: wB97M-V/def2-TZVPD.

Geometry (Å):
C (2.762, -4.687, 6.140)
C (2.246, 1.566, -1.514)
N (0.067, -0.152, -1.112)
C (-8.591, 6.360, -2.643)
H (1.411, 2.166, -1.895)
C (-5.307, 8.659, 6.382)
N (1.866, 0.972, -0.204)
C (1.391, -1.047, 3.565)
O (1.175, -6.558, -6.192)
C (0.293, -10.053, -2.249)
H (3.795, 1.412, 5.486)
O (-2.702, -4.171, -3.492)
H (-0.379, 3.617, 1.306)
H (5.336, -1.358, -1.051)
H (-0.797, -10.289, 1.069)
H (-2.167, 4.789, 2.582)
C (1.637, -1.242, 5.015)
O (1.112, -2.149, 5.623)
C (-0.376, -9.823, 0.187)
C (-2.308, 4.454, 1.562)
O (-0.694, 2.804, -1.134)
C (-6.205, 7.761, 4.284)
C (-1.043, -5.767, -6.197)
H (-2.994, -4.979, -5.949)
C (1.964, -0.053, 2.894)
O (-2.426, 0.097, -3.392)
H (-3.032, 3.319, -2.147)
H (-0.324, 0.669, -1.571)
C (3.824, -6.897, 6.217)
H (-10.521, 7.193, -2.397)
C (4.249, 0.045, -2.235)
C (7.578, 4.265, -5.354)
H (4.546, -0.556, -3.109)
C (4.335, -0.900, -1.020)
N (1.327, -1.528, 0.124)
O (0.996, -6.788, -1.043)
H (-2.519, 0.170, -1.342)
C (-3.631, 4.730, 0.950)
C (-4.875, 7.188, 3.963)
C (2.841, 0.605, -2.563)
H (-4.797, 6.644, 3.028)
C (-2.892, 3.654, -1.126)
C (3.125, 0.706, 5.014)
O (7.664, 5.256, -6.044)
H (-8.727, 6.022, -3.662)
O (3.716, -8.098, 6.346)
C (-1.697, -1.749, -1.935)
C (5.266, -4.947, 5.839)
H (-7.876, 7.503, 1.068)
H (6.222, -4.468, 5.668)
H (1.796, 0.088, 1.846)
N (-0.484, -1.366, -1.185)
O (4.193, -2.852, 5.777)
O (3.394, 1.805, 2.947)
H (4.995, 0.848, -2.187)
C (-1.352, 3.828, 0.880)
C (0.482, -5.561, -4.179)
C (2.642, -6.005, 6.285)
H (0.902, -4.087, -0.608)
C (-0.283, -10.670, -1.028)
C (-3.976, 8.087, 6.062)
H (-4.821, 4.489, -0.875)
C (4.083, -4.056, 5.907)
H (5.998, -6.931, 5.938)
C (-9.550, 6.986, -1.966)
C (7.569, 2.907, -5.952)
N (0.149, -3.503, -0.273)
H (-1.168, -6.100, -7.219)
H (1.130, -8.322, -3.133)
H (-2.182, -2.622, -1.496)
C (0.285, -6.012, -5.580)
C (2.875, 0.898, 3.569)
H (0.723, -1.755, 3.090)
C (7.476, 1.819, -5.191)
C (-2.019, -5.167, -5.518)
C (-3.842, 7.341, 4.788)
H (0.355, -10.685, -3.126)
C (7.377, 1.917, -3.715)
H (-7.319, 8.918, 5.775)
H (7.468, 0.820, -5.608)
C (0.708, -8.789, -2.252)
H (7.315, 3.324, -2.037)
C (-7.272, 6.088, -2.027)
H (-0.672, -3.931, 0.122)
O (-3.034, 8.224, 6.814)
C (-1.574, 3.381, -0.514)
O (-10.211, 8.012, 0.044)
H (7.641, 2.855, -7.030)
H (2.167, -0.221, -2.847)
H (-6.086, 6.330, -0.205)
O (7.290, 0.923, -3.022)
H (4.266, -0.408, -0.045)
H (1.457, -5.744, -3.743)
H (-5.385, 9.202, 7.315)
O (-4.504, 5.302, 1.568)
H (3.037, 2.297, -1.292)
H (-1.506, 0.387, -3.447)
H (1.912, -4.019, 6.186)
H (2.641, 0.902, 0.443)
C (7.387, 3.273, -3.117)
O (-7.148, 7.625, 3.531)
H (7.488, 5.361, -3.458)
C (0.278, -2.162, -0.472)
C (0.614, -7.945, -1.038)
C (-3.848, 4.280, -0.446)
C (2.550, -0.288, 5.687)
C (-6.341, 8.508, 5.558)
H (1.686, -6.484, 6.457)
C (1.145, -0.224, -0.356)
H (-1.352, -2.056, -2.932)
C (-9.338, 7.440, -0.569)
H (2.719, -0.446, 6.743)
C (-2.674, -0.557, -2.158)
C (-0.495, -4.964, -3.503)
O (-6.394, 5.512, -2.645)
H (3.638, -1.737, -1.135)
H (-0.370, -4.630, -2.482)
H (-3.687, -0.962, -2.170)
C (-7.058, 6.539, -0.634)
H (-0.020, -7.925, 1.057)
C (-1.818, -4.722, -4.120)
C (7.479, 4.362, -3.876)
C (0.040, -8.559, 0.181)
C (-8.015, 7.167, 0.047)
H (-2.863, 6.932, 4.572)
C (5.146, -6.264, 5.984)
H (2.963, 1.203, -3.482)
O (-0.662, -11.819, -1.023)

The calculation puts the total energy at -101125.140 eV. As for the energy relative to the best compared isomer or geometry (same formula, charge and spin): 0.00 kcal per mole. Its net charge is +1. The value obtained for the gap between HOMO and LUMO is 7.27 eV.